# C27H26O3

An isolated molecule of C27H26O3 (ωB97M-V with the def2-TZVPD basis set, the Open Molecules 2025 dataset).

Properties
net charge: 0
LUMO energy: 0.014 eV
max |F|: 0.765 eV/Å
structure (SMILES): O=C(O)c1ccc2cc(-c3ccc(O)c([C@]45C[C@H]6C[C@H](C[C@H](C6)C4)C5)c3)ccc2c1
gap between HOMO and LUMO: 8.0 eV

Cartesian coordinates (Å):
O (-6.51910, 1.60960, 4.45238)
C (-5.49640, 2.17677, 4.75277)
O (-5.42629, 2.98060, 5.82919)
C (-4.22758, 2.07860, 4.00620)
C (-3.06555, 2.74881, 4.44661)
C (-1.90889, 2.65219, 3.73102)
C (-1.84995, 1.89395, 2.53991)
C (-0.67778, 1.80865, 1.76883)
C (-0.63733, 1.08979, 0.59520)
C (0.58323, 1.06032, -0.22089)
C (1.35945, 2.20460, -0.36743)
C (2.48732, 2.15741, -1.15373)
C (2.89425, 0.98661, -1.79106)
O (4.01402, 1.04226, -2.56772)
C (2.15198, -0.19474, -1.63462)
C (2.48257, -1.53788, -2.28419)
C (1.51731, -1.74785, -3.46359)
C (1.77025, -3.10383, -4.12195)
C (3.20240, -3.16161, -4.64810)
C (4.17073, -2.98295, -3.48101)
C (3.97252, -4.10782, -2.47105)
C (2.54316, -4.03999, -1.94488)
C (1.56085, -4.22108, -3.10117)
C (2.29656, -2.68763, -1.27708)
C (3.91746, -1.62924, -2.81909)
C (0.99452, -0.09986, -0.86810)
C (-1.79882, 0.40119, 0.17806)
C (-2.95052, 0.45909, 0.90710)
C (-3.01676, 1.21220, 2.09995)
C (-4.19483, 1.32063, 2.85652)
H (-6.28915, 3.00543, 6.27046)
H (-3.11255, 3.33433, 5.35124)
H (-1.01619, 3.16316, 4.06255)
H (0.20765, 2.31843, 2.12086)
H (1.06703, 3.13194, 0.10061)
H (3.08067, 3.05356, -1.29298)
H (4.37962, 1.93540, -2.52963)
H (1.66360, -0.94719, -4.19275)
H (0.48409, -1.69336, -3.11315)
H (1.06897, -3.23352, -4.95490)
H (3.36025, -2.37128, -5.38558)
H (3.38097, -4.12055, -5.14043)
H (5.20027, -3.00400, -3.85708)
H (4.15539, -5.07637, -2.94274)
H (4.67877, -3.99877, -1.64484)
H (2.38536, -4.83361, -1.20466)
H (1.71975, -5.19245, -3.57553)
H (0.53461, -4.19683, -2.72673)
H (1.28521, -2.69629, -0.87159)
H (2.98754, -2.54949, -0.44202)
H (4.08989, -0.85233, -3.56045)
H (4.62369, -1.47872, -2.00002)
H (0.37884, -0.97574, -0.74267)
H (-1.77124, -0.15552, -0.74700)
H (-3.83762, -0.06166, 0.57643)
H (-5.09306, 0.81232, 2.53662)

***

# C27H27BF3N4S2SbSr

A structure of composition C27H27BF3N4S2SbSr (ωB97M-V with the def2-TZVPD basis set, the Open Molecules 2025 dataset).

Properties
net charge: 0
LUMO energy: 0.415 eV
energy relative to the best compared isomer or geometry (same formula, charge and spin): 0.0 kcal per mole
max |F|: 0.425 eV/Å
gap between HOMO and LUMO: 8.6 eV

Cartesian coordinates (Å):
Sr (-0.28369, -2.66860, 0.85013)
C (2.06248, -5.04644, 4.49425)
N (2.37455, -3.73668, 3.95691)
C (3.63851, -3.21310, 3.81065)
C (3.48492, -1.98126, 3.28514)
N (2.13866, -1.74804, 3.10970)
B (1.59720, -0.48543, 2.40113)
N (2.33175, -0.28995, 1.01684)
C (2.66542, 0.98183, 0.59349)
C (3.17920, 0.89942, -0.65261)
N (3.16237, -0.43566, -0.99480)
C (3.66323, -0.99756, -2.23342)
C (2.63302, -1.14980, 0.01897)
S (2.44618, -2.86494, -0.06893)
C (1.46213, -2.84025, 3.52565)
S (-0.23758, -3.12861, 3.61967)
H (2.97049, -5.45863, 4.92660)
H (1.70006, -5.70240, 3.70319)
H (1.29385, -4.95436, 5.25818)
H (4.51712, -3.75945, 4.09767)
H (4.21771, -1.24592, 3.00931)
H (1.83069, 0.50566, 3.03621)
H (0.40641, -0.60465, 2.23297)
H (2.49561, 1.83752, 1.21947)
H (3.55337, 1.65206, -1.32099)
H (3.97233, -0.17553, -2.87357)
H (2.88359, -1.57720, -2.72446)
H (4.50906, -1.65350, -2.03227)
C (0.74714, 4.97087, 0.44755)
C (0.79731, 4.47185, -0.84500)
C (0.26918, 3.21883, -1.13057)
C (-0.31541, 2.45571, -0.12678)
C (-0.36360, 2.96537, 1.16847)
C (0.16312, 4.21610, 1.45590)
Sb (-1.06072, 0.50164, -0.48149)
C (-1.08177, 0.53662, -2.59575)
C (-0.19360, -0.30665, -3.25368)
C (-0.13123, -0.33043, -4.64059)
C (-0.96744, 0.49062, -5.38002)
C (-1.86720, 1.32712, -4.73327)
C (-1.92393, 1.34923, -3.34784)
C (-3.08890, 0.96114, -0.05254)
C (-3.61857, 2.22244, -0.32306)
C (-4.94270, 2.51019, -0.02804)
C (-5.75026, 1.53973, 0.54759)
C (-5.23247, 0.28384, 0.82630)
C (-3.90712, -0.00217, 0.52753)
H (1.15674, 5.94770, 0.66906)
H (1.24506, 5.05916, -1.63680)
H (0.31466, 2.84094, -2.14590)
H (-0.81485, 2.38768, 1.96863)
H (0.11808, 4.60061, 2.46637)
H (0.44264, -0.97565, -2.68155)
H (0.55535, -1.00068, -5.14169)
H (-0.92983, 0.47060, -6.46142)
H (-2.53165, 1.95726, -5.30978)
H (-2.63965, 1.99821, -2.85669)
H (-2.99131, 2.99708, -0.75040)
H (-5.34257, 3.49251, -0.24438)
H (-6.78384, 1.76401, 0.77862)
H (-5.85928, -0.47998, 1.26643)
H (-3.54162, -1.00352, 0.72358)
F (-2.53941, -2.22981, -1.48402)
C (-2.29462, -3.38789, -0.70585)
F (-3.52902, -3.60113, -0.09808)
F (-2.23533, -4.37765, -1.65595)

***

# C27H27BrCl3GeN3O4TeW

A structure of composition C27H27BrCl3GeN3O4TeW (ωB97M-V with the def2-TZVPD basis set, the Open Molecules 2025 dataset).

Properties
net charge: +1
LUMO energy (spin up / spin down): -3.944 / -4.314 eV
energy relative to the best compared isomer or geometry (same formula, charge and spin): 75.3 kcal per mole
max |F|: 5.307 eV/Å
gap between HOMO and LUMO (spin up / spin down): 5.3 / 6.4 eV
multiplicity: 4

Cartesian coordinates (Å):
W (0.10729, -0.97409, -0.84223)
C (-1.86393, -1.86390, 3.07028)
C (-0.87473, -1.83138, 1.94787)
N (-1.00578, -1.04598, 0.84877)
O (-2.02943, -0.05304, 0.72296)
C (0.24905, -2.69856, 1.91284)
C (0.29654, -3.91817, 2.78099)
N (1.29881, -2.58471, 1.11619)
O (1.40143, -1.37630, 0.36689)
H (-2.75050, -1.26739, 2.85809)
H (-1.41410, -1.46674, 3.98215)
H (-2.17462, -2.88750, 3.27497)
H (-2.84719, -0.36960, 1.15627)
H (0.36908, -3.65255, 3.83316)
H (1.17118, -4.49544, 2.49514)
H (-0.59829, -4.52278, 2.63969)
N (-0.56130, 0.58777, -2.19881)
C (-0.86842, 1.57154, -2.77192)
C (-1.06240, 2.79825, -3.35951)
C (0.07460, 3.63238, -3.48528)
C (-0.06141, 4.87360, -4.06244)
C (-1.30091, 5.31624, -4.51314)
C (-2.42178, 4.50478, -4.37691)
C (-2.31668, 3.25435, -3.81079)
H (1.02790, 3.28179, -3.11988)
H (0.80440, 5.50656, -4.16278)
H (-1.39503, 6.28888, -4.96819)
H (-3.38338, 4.85422, -4.71774)
H (-3.18352, 2.62115, -3.70670)
Br (-2.49977, -7.86800, -1.43017)
C (-2.75915, -6.10721, -2.08925)
C (-3.71105, -5.85579, -3.07269)
C (-3.94286, -4.54585, -3.47628)
C (-3.24466, -3.49856, -2.92161)
C (-2.24780, -3.76688, -1.96198)
C (-2.00430, -5.09288, -1.55163)
C (-1.46405, -2.73237, -1.40289)
O (-1.64672, -1.44211, -1.57310)
O (-0.36782, -2.97500, -0.68735)
H (-4.27428, -6.66917, -3.49869)
H (-4.68387, -4.35061, -4.23481)
H (-3.42979, -2.47355, -3.20798)
H (-1.25019, -5.28725, -0.80331)
Cl (0.50275, -2.01083, -3.22946)
Ge (1.81822, -3.02606, -1.62090)
Cl (2.21536, 0.08814, -1.84245)
Cl (1.51182, -5.05989, -2.22722)
C (4.45797, 3.99755, 4.78457)
C (3.54691, 3.35552, 3.79275)
C (2.26722, 3.84707, 3.56497)
C (1.44168, 3.31922, 2.58775)
C (0.06816, 3.87086, 2.38850)
C (1.90367, 2.23885, 1.82298)
Te (0.59496, 1.51932, 0.19853)
C (3.17796, 1.70415, 2.05577)
C (3.70836, 0.58333, 1.22320)
C (3.97385, 2.26764, 3.04099)
H (3.95419, 4.79479, 5.32222)
H (5.31959, 4.41826, 4.26710)
H (4.82960, 3.26543, 5.49766)
H (1.89810, 4.66179, 4.16935)
H (-0.13040, 4.68925, 3.07252)
H (-0.66491, 3.07881, 2.53920)
H (-0.03535, 4.22543, 1.36241)
H (2.98176, -0.22834, 1.16891)
H (4.63064, 0.18815, 1.63819)
H (3.90927, 0.93607, 0.21073)
H (4.95804, 1.85738, 3.21352)

***

# C27H27BrIrN7O2SSe2

A structure of composition C27H27BrIrN7O2SSe2 (ωB97M-V with the def2-TZVPD basis set, the Open Molecules 2025 dataset).

Properties
net charge: +3
LUMO energy (spin up / spin down): -9.814 / -10.858 eV
energy relative to the best compared isomer or geometry (same formula, charge and spin): 9.2 kcal per mole
max |F|: 2.246 eV/Å
gap between HOMO and LUMO (spin up / spin down): 5.5 / 4.4 eV
multiplicity: 2

Cartesian coordinates (Å):
Ir (-1.37764, -0.26779, -0.16908)
O (2.81482, -1.40590, -3.27470)
C (1.98736, -0.73863, -4.14346)
C (2.36107, -0.37066, -5.42413)
C (1.46420, 0.32937, -6.21756)
C (0.20411, 0.66211, -5.73984)
C (-0.16562, 0.28734, -4.45719)
C (0.72554, -0.41372, -3.65275)
C (0.39028, -0.88317, -2.25906)
O (-0.96946, -0.64985, -1.94984)
N (1.18659, -0.19392, -1.27778)
N (0.70566, -0.14223, 0.03782)
C (1.61322, 0.14249, 0.91822)
C (1.57315, 0.44390, 2.31374)
Br (-0.06141, 0.32251, 3.23785)
C (2.75681, 0.74022, 2.91735)
C (3.11666, 1.07519, 4.27073)
C (4.45975, 0.85902, 4.62476)
C (4.90317, 1.12436, 5.90463)
C (4.02256, 1.65329, 6.83945)
C (2.70035, 1.91627, 6.49289)
C (2.24269, 1.62339, 5.22451)
H (3.63143, -1.66459, -3.72005)
H (3.34444, -0.62650, -5.80056)
H (1.75447, 0.61354, -7.21977)
H (-0.49193, 1.19759, -6.36985)
H (-1.16283, 0.50756, -4.09704)
H (0.54491, -1.97102, -2.22881)
H (2.18938, -0.26504, -1.38746)
H (2.62074, 0.20387, 0.50965)
H (3.60970, 0.67888, 2.24487)
H (5.15048, 0.46968, 3.88635)
H (5.93406, 0.93860, 6.17158)
H (4.37028, 1.87867, 7.83876)
H (2.03124, 2.35702, 7.21885)
H (1.22231, 1.86031, 4.96669)
N (-0.04266, -3.31989, -0.17062)
N (-0.53322, -3.94348, 0.97087)
C (-1.42772, -3.36485, 1.77447)
N (-1.81622, -4.03932, 2.84327)
S (-2.18868, -1.83490, 1.53233)
H (-0.13842, -3.95753, -0.95554)
H (0.94491, -3.11369, -0.04877)
H (-0.13708, -4.83608, 1.24125)
H (-1.47786, -4.96768, 3.05315)
H (-2.48401, -3.63792, 3.48356)
Se (-2.76408, 1.49874, 1.62614)
Se (-4.53069, 1.86094, 0.15739)
C (-4.50367, 0.15564, -0.69451)
C (-5.73349, -0.25676, -1.19185)
C (-5.82408, -1.44316, -1.89355)
C (-4.67500, -2.20356, -2.05496)
C (-3.49793, -1.74502, -1.51603)
N (-3.38689, -0.56818, -0.85453)
C (-1.56359, 2.49329, 0.49894)
C (-1.27201, 3.82781, 0.64829)
C (-0.51506, 4.44081, -0.34617)
C (-0.10164, 3.69555, -1.43984)
C (-0.40712, 2.34739, -1.50492)
N (-1.12699, 1.76787, -0.53342)
H (-6.60997, 0.35217, -1.01531)
H (-6.77486, -1.77524, -2.28886)
H (-4.68655, -3.14502, -2.58483)
H (-2.59007, -2.31632, -1.62476)
H (-1.64378, 4.37330, 1.50505)
H (-0.27047, 5.49240, -0.27197)
H (0.46325, 4.14206, -2.24603)
H (-0.08686, 1.72848, -2.32802)